Entry 1:
The following is a quantum chemistry calculation of a 3-piece molecular cluster, C2H11NO3 overall in a non-equilibrium geometry, from the Open Molecules 2025 dataset.

Properties
HOMO level   -0.3416 hartree
LUMO energy   0.014 Ha

Geometry (Å):
C 0.517 -0.988 0.472
O 0.124 -0.030 1.453
C 1.920 -0.611 -0.077
N 2.212 -1.689 -1.076
H 0.591 -1.863 1.147
H -0.161 -1.259 -0.333
H -0.795 0.232 1.410
H 2.141 0.347 -0.526
H 2.543 -0.704 0.819
H 3.009 -1.404 -1.625
H 1.373 -1.823 -1.608
H -2.327 1.105 -0.882
H -1.409 0.087 -1.557
O -1.868 0.927 -1.719
H -3.122 2.012 1.689
H -2.275 3.271 1.331
O -2.474 2.390 1.083



Entry 2:
The following is a quantum chemistry calculation of a 2-piece molecular cluster, CHFOS2 overall in a non-equilibrium geometry, from the Open Molecules 2025 dataset.

Properties
HOMO level   -0.3699 hartree
LUMO energy   -0.012 Ha

Geometry (Å):
C -3.670 0.330 1.088
O -4.162 -0.640 0.722
F -1.312 -0.123 0.705
S -3.252 1.763 1.386
S -0.199 0.304 -0.483
H 0.980 -0.417 0.028



Entry 3:
The following is a quantum chemistry calculation of C21H16FeN3O10S2 as an isolated structure in a non-equilibrium geometry, from the Open Molecules 2025 dataset.

Properties
<S²>   8.761
Net charge   -2
Spin multiplicity   6
HOMO level (spin up / spin down)   -0.1124 / -0.1072 hartree
LUMO energy (spin up / spin down)   0.158 / 0.128 Ha

Geometry (Å):
Fe 0.077 2.312 -1.610
C -1.550 -3.688 1.697
C -0.543 -2.694 1.196
C -0.916 -1.373 0.977
C -0.001 -0.444 0.514
C 1.306 -0.829 0.282
C 1.694 -2.137 0.503
C 0.769 -3.069 0.945
S 2.630 0.340 -0.065
O 2.925 0.861 1.295
O 3.755 -0.393 -0.605
N 2.084 1.524 -0.984
C 3.167 2.375 -1.394
C 2.717 3.482 -2.397
O 3.588 4.227 -2.833
O 1.483 3.525 -2.661
H -1.848 -3.448 2.720
H -1.141 -4.696 1.673
H -2.439 -3.659 1.070
H -1.937 -1.068 1.160
H -0.309 0.573 0.311
H 2.724 -2.397 0.319
H 1.072 -4.095 1.109
H 3.969 1.786 -1.862
H 3.597 2.898 -0.525
O -2.868 -0.202 -1.761
C -1.692 -0.373 -2.071
O -0.859 0.558 -2.341
C -1.151 -1.776 -2.147
C -1.965 -2.831 -1.765
C -1.514 -4.136 -1.816
C -0.227 -4.388 -2.277
C 0.594 -3.352 -2.657
C 0.158 -2.020 -2.592
S 1.208 -0.749 -3.062
H -2.963 -2.587 -1.427
H -2.151 -4.954 -1.506
H 0.136 -5.407 -2.346
H 1.594 -3.540 -3.019
O -3.093 4.192 3.304
C -1.977 3.661 3.748
O -1.766 3.508 4.938
C -0.976 3.244 2.741
C 0.262 2.682 3.028
N 0.873 2.415 1.872
N 0.106 2.753 0.838
C -1.016 3.265 1.323
C -2.055 3.725 0.327
O -3.097 4.254 0.774
O -1.774 3.549 -0.873
H -3.140 4.238 2.254
H 0.718 2.478 3.975
H 1.757 1.880 1.706



Entry 4:
The following is a quantum chemistry calculation of a 2-piece molecular cluster, C3H5Cl3 overall in a non-equilibrium geometry, from the Open Molecules 2025 dataset.

Properties
HOMO level   -0.3500 hartree
LUMO energy   -0.052 Ha

Geometry (Å):
C 0.459 0.697 1.064
C 0.957 0.103 -0.239
C -1.380 -1.369 -0.663
Cl 1.403 1.449 -1.432
Cl -1.774 -1.507 -2.381
Cl -2.656 -0.853 0.314
H -0.020 1.753 0.989
H -0.234 -0.114 1.454
H 1.293 0.856 1.958
H 1.767 -0.608 -0.376
H 0.185 -0.408 -0.687



Entry 5:
The following is a quantum chemistry calculation of C3H5NO2 as an isolated structure, from the Open Molecules 2025 dataset.

Properties
HOMO level   -0.3499 hartree
LUMO energy   0.035 Ha

Geometry (Å):
C 1.599 -0.393 1.131
N 0.192 -0.742 1.196
C -0.621 -0.283 0.363
O -0.240 0.621 -0.646
C -1.090 0.890 -1.632
O -2.203 0.248 -1.699
H 2.174 -1.317 1.019
H 1.885 0.052 2.090
H 1.859 0.297 0.321
H -1.678 -0.525 0.374
H -1.933 1.108 -2.511



Entry 6:
The following is a quantum chemistry calculation of one molecule with the formula C28H29N3O3S in a non-equilibrium geometry, from the Open Molecules 2025 dataset.

Properties
HOMO level   -0.2822 hartree
LUMO energy   0.017 Ha

Geometry (Å):
O -2.381 -2.747 2.857
C -2.461 -2.597 1.651
N -3.485 -1.950 1.061
C -3.705 -1.787 -0.355
H -4.718 -2.142 -0.580
C -3.596 -0.310 -0.739
C -4.410 0.541 0.199
C -4.808 0.066 1.377
C -4.489 -1.306 1.881
H -5.405 -1.916 1.904
H -4.100 -1.260 2.903
H -5.420 0.666 2.035
C -4.722 1.921 -0.214
C -4.566 2.967 0.692
C -4.856 4.269 0.328
C -5.311 4.548 -0.950
C -5.474 3.516 -1.858
C -5.179 2.215 -1.496
H -5.331 1.421 -2.213
H -5.834 3.726 -2.855
H -5.538 5.564 -1.236
H -4.723 5.069 1.042
H -4.196 2.755 1.685
H -2.553 0.014 -0.704
H -3.932 -0.179 -1.768
H -2.992 -2.387 -0.922
C -1.390 -3.125 0.740
C -1.122 -4.490 0.692
C -0.094 -4.978 -0.098
C 0.683 -4.105 -0.845
C 0.426 -2.751 -0.771
C -0.591 -2.250 0.014
H -0.742 -1.183 0.049
S 1.355 -1.565 -1.735
O 2.381 -2.257 -2.467
O 0.424 -0.762 -2.473
N 1.968 -0.606 -0.503
C 3.093 -1.202 0.189
H 2.892 -2.271 0.280
C 4.418 -0.963 -0.554
N 4.611 0.452 -0.799
C 5.249 1.243 0.149
C 6.414 0.779 0.773
C 7.108 1.564 1.670
C 6.674 2.844 1.973
C 5.535 3.325 1.353
C 4.830 2.541 0.458
H 3.941 2.956 0.010
H 5.181 4.322 1.571
H 7.218 3.457 2.675
H 8.003 1.174 2.132
H 6.800 -0.201 0.535
C 3.505 0.974 -1.573
H 3.682 2.020 -1.824
C 2.172 0.791 -0.838
H 1.335 1.091 -1.468
H 2.158 1.362 0.095
H 3.459 0.400 -2.506
H 5.237 -1.371 0.033
H 4.376 -1.479 -1.518
H 3.142 -0.760 1.191
H 1.483 -4.452 -1.481
H 0.100 -6.039 -0.134
H -1.729 -5.164 1.277



Entry 7:
The following is a quantum chemistry calculation of CH5N2S as an isolated structure in a non-equilibrium geometry, from the Open Molecules 2025 dataset.

Properties
Net charge   +1
HOMO level   -0.5463 hartree
LUMO energy   -0.188 Ha

Geometry (Å):
C 1.708 1.445 -0.015
N -1.108 -0.396 0.009
N 1.521 0.330 0.074
S 1.079 -1.231 -0.020
H 1.897 2.408 0.410
H -2.004 0.000 0.332
H -0.955 0.085 -0.854
H -1.421 -1.355 -0.129
H 2.340 -1.726 -0.578



Entry 8:
The following is a quantum chemistry calculation of C3Li2O3Sc as an isolated structure in a non-equilibrium geometry, from the Open Molecules 2025 dataset.

Properties
Net charge   +3
HOMO level (spin up / spin down)   -0.8081 / -0.8608 hartree
LUMO energy (spin up / spin down)   -0.569 / -0.504 Ha

Geometry (Å):
O 1.721 -0.468 2.121
C 0.629 -0.773 1.856
O -0.352 -1.348 1.585
Li -1.620 -0.788 0.060
Li 2.421 1.198 0.721
C 0.627 1.103 -0.198
C -0.236 0.722 -1.002
O -1.232 0.182 -1.644
Sc -1.958 0.170 -3.499



Listing relative energy (zero: lowest compared OMol25 entry of this formula, charge and spin) for the structures above in their given order: 120.1, 51.1, 157.0, 402.6, 455.7, 114.3, 296.1, 0.0 kJ/mol.